## one
Formula: C5H8N2S
Source: the Open Molecules 2025 dataset
Level of theory: the ωB97M-V functional and the def2-TZVPD basis

The geometry in XYZ format:
```
16
Properties=species:S:1:pos:R:3:mulliken_charge:R:1
H 0.92299 -2.67704 -0.94796 0.2047
N 0.64895 -1.89700 -0.38614 -0.6741
C 0.04377 -0.94545 -0.95832 0.5010
S -0.31329 -0.64772 -2.71455 -0.1655
C -0.85596 0.89171 -2.30289 -0.2986
C -0.82604 1.24244 -1.04878 -0.4544
N -0.39861 0.18062 -0.27383 0.0842
C -0.38978 0.07878 1.20252 -0.4831
C 1.04149 0.04418 1.85507 -0.9334
H -1.17907 1.53886 -3.07454 0.3869
H -1.20522 2.07214 -0.53530 0.3769
H -0.72743 -0.98141 1.42425 0.2732
H -1.02011 0.83848 1.70109 0.3652
H 1.78227 -0.22735 1.01274 0.2755
H 1.22912 1.07922 2.26378 0.2794
H 1.24692 -0.59046 2.78286 0.2621
```

* lowest unoccupied orbital energy: 0.835 eV



## two
Formula: C5H8N2S
Source: the Open Molecules 2025 dataset
Level of theory: the ωB97M-V functional and the def2-TZVPD basis

The geometry in XYZ format:
```
16
Properties=species:S:1:pos:R:3:mulliken_charge:R:1
C 1.12019 1.03851 1.21619 -0.0727
C 0.79054 -0.10100 1.83296 -0.3868
C 1.30273 1.24728 -0.18440 -0.3851
C -1.30758 -0.50833 -1.43819 -0.9566
C -1.29157 -0.67218 0.08612 -0.5325
N 1.52198 0.17327 -0.88142 0.4398
N 1.46318 -0.95157 -1.09113 -0.5353
S 0.25513 -1.49695 0.89161 -0.2249
H 1.35840 2.03608 1.77910 0.1854
H 0.77139 -0.24614 2.93882 0.3590
H 1.44056 2.20942 -0.56874 0.3873
H -1.07969 -1.49922 -1.97551 0.2435
H -2.36073 -0.65389 -1.67484 0.4027
H -0.78957 0.39888 -1.80944 0.2612
H -2.10150 -1.29180 0.38541 0.4672
H -1.09345 0.31764 0.49345 0.3477
```

* lowest unoccupied orbital energy: 0.847 eV



## three
Formula: C5H8N2S
Source: the Open Molecules 2025 dataset
Level of theory: the ωB97M-V functional and the def2-TZVPD basis

The geometry in XYZ format:
```
16
Properties=species:S:1:pos:R:3:mulliken_charge:R:1
C 0.91424 3.29998 2.30565 -0.2533
C 0.19453 0.28152 0.75148 0.0468
C -0.42288 -1.89768 -0.67310 -0.2580
C -0.60117 -2.43142 -2.07296 -0.3536
C 0.71755 -1.94805 -1.81031 -0.3743
H 0.12506 4.09895 1.89709 0.2634
H 1.80436 3.61144 2.96065 0.2436
H 0.99033 -0.31129 1.73229 0.3023
H -0.39807 -2.66145 0.12023 0.3737
H -1.21221 -2.03339 -3.02439 0.2149
H -0.71658 -3.55762 -1.99512 0.1951
H 1.64312 -2.67079 -1.86325 0.2226
H 1.26917 -0.96531 -2.26598 0.2079
N 0.98713 2.03230 1.95381 -0.3634
N -0.03110 1.60277 0.91364 -0.2885
S -0.93819 -0.29888 -0.53989 -0.1789
```

* lowest unoccupied orbital energy: 0.598 eV



Which structure is the most stable? The one labeled one.



## one
Formula: C2H4N4S2
Source: the Open Molecules 2025 dataset
Level of theory: the ωB97M-V functional and the def2-TZVPD basis

The geometry in XYZ format:
```
12
Properties=species:S:1:pos:R:3:mulliken_charge:R:1
C 2.21011 -1.06165 0.32071 0.5037
C -1.74953 1.24064 0.30714 -0.5601
N 1.36084 -1.81758 -0.08139 -0.4414
N 0.09057 -1.59129 -0.61328 0.0849
N -0.79440 -0.70118 -0.42473 -0.1661
N -0.75456 0.22650 0.39387 -0.1014
S 2.86620 1.51028 -0.75798 -0.3569
S 2.97388 0.31048 0.79964 -0.0139
H -1.29818 2.18716 0.72667 0.2478
H -2.26962 1.32607 -0.76176 0.2790
H -2.48390 0.83875 1.14656 0.2271
H -0.15140 -2.46818 -1.05545 0.2973
```

* lowest unoccupied orbital energy (spin up / spin down): -1.219 / -1.217 eV



## two
Formula: C2H4N4S2
Source: the Open Molecules 2025 dataset
Level of theory: the ωB97M-V functional and the def2-TZVPD basis

The geometry in XYZ format:
```
12
Properties=species:S:1:pos:R:3:mulliken_charge:R:1
H -3.01109 -0.61340 0.42664 0.2186
N -2.01181 -0.70404 0.84712 -0.6651
C -0.91360 -0.72657 0.14667 0.6414
N 0.41643 -0.75273 0.82728 -0.3832
N 0.87155 0.69634 0.65838 -0.3474
C 1.45666 0.78066 -0.55246 0.1836
S 2.72717 1.89505 -0.69584 -0.2498
S 0.71127 0.03469 -1.98927 0.0118
N -0.81073 -0.20174 -1.15530 -0.3190
H 0.42973 -1.15767 1.69133 0.2427
H 1.77356 0.64807 1.55386 0.3982
H -1.63913 0.10135 -1.75841 0.2680
```

* lowest unoccupied orbital energy: -0.362 eV



Which structure is the most stable? The one labeled two.



## one
Formula: C4H12N2
Source: the Open Molecules 2025 dataset
Level of theory: the ωB97M-V functional and the def2-TZVPD basis

The geometry in XYZ format:
```
18
Properties=species:S:1:pos:R:3:lowdin_spin:R:1
N -1.14551 -0.88465 -0.60206 0.1258
C -0.95999 1.25832 1.85538 0.0815
C -0.14476 0.10124 1.29148 0.0480
C -0.03453 0.04270 -0.20849 0.1011
C 1.28793 -0.57421 -0.82871 0.0840
N 1.42794 -0.21125 -2.21313 0.0673
H -1.46938 -1.61014 -0.01333 0.0783
H -1.48481 -0.79642 -1.61749 0.1495
H -0.34322 2.11804 1.55938 0.0071
H -2.03540 1.26059 1.55356 0.0293
H -1.09704 1.22443 2.87567 0.0090
H -0.50903 -0.80988 1.75235 0.0223
H 0.88538 0.23261 1.68458 0.0053
H -0.14602 1.01353 -0.80991 0.0406
H 2.18159 -0.03259 -0.34919 0.0062
H 1.34758 -1.60895 -0.55554 0.0206
H 1.60199 -1.01940 -2.71807 0.0487
H 0.63727 0.29602 -2.65648 0.0754
```

* multiplicity: 2
* total charge: -1
* lowest unoccupied orbital energy (spin up / spin down): 4.250 / 4.150 eV
* expectation value of S²: 0.7504



## two
Formula: C4H12N2
Source: the Open Molecules 2025 dataset
Level of theory: the ωB97M-V functional and the def2-TZVPD basis

The geometry in XYZ format:
```
18
Properties=species:S:1:pos:R:3:lowdin_spin:R:1
C 0.32088 2.91456 -0.18782 0.1335
C 1.61735 3.15900 -0.19180 0.2863
N 2.36837 2.89198 1.03829 0.0747
H -0.24064 2.81222 0.73161 0.0152
H -0.19447 3.23051 -1.10022 0.0248
H 2.10136 3.27619 -1.14859 0.0554
H 3.25369 2.41228 0.85845 0.0713
H 2.67357 3.81821 1.33940 0.0455
C -0.23339 -2.69553 -0.79160 0.0967
N -0.85628 -2.54883 0.52161 0.0142
C -2.27930 -2.29787 0.36996 0.0598
H -0.62408 -3.67406 -1.13384 0.0056
H -0.31590 -1.88268 -1.51775 0.0347
H 0.83529 -2.97664 -0.73412 0.0183
H -0.41967 -1.76222 0.98856 0.0328
H -2.53554 -1.56216 -0.39529 0.0175
H -2.66255 -1.91832 1.31502 0.0098
H -2.80870 -3.19663 0.03815 0.0039
```

* multiplicity: 2
* total charge: -1
* lowest unoccupied orbital energy (spin up / spin down): 3.769 / 3.770 eV
* expectation value of S²: 0.7505



Which structure is the most stable? The one labeled one.



## one
Formula: C3H11N3
Source: the Open Molecules 2025 dataset
Level of theory: the ωB97M-V functional and the def2-TZVPD basis

The geometry in XYZ format:
```
17
Properties=species:S:1:pos:R:3:mulliken_charge:R:1
H -2.94490 4.20389 -0.68086 0.2177
N -3.76094 3.66655 -0.40741 -0.7084
C -3.36048 2.47361 -0.11466 0.1506
N -3.87234 1.38395 -0.73756 -0.4498
H -2.41133 2.32485 0.42052 0.2929
H -3.38073 0.51712 -0.61407 0.2224
H -4.60513 1.63747 -1.37988 0.2738
C 3.51714 -1.24691 0.19691 -0.9701
C 2.23402 -1.77218 0.83286 -0.2670
N 1.19623 -2.00978 -0.15052 -0.4751
H 4.16780 -0.94166 1.02226 0.2857
H 3.35303 -0.36552 -0.42330 0.3080
H 4.01927 -2.03971 -0.34808 0.2759
H 1.93198 -1.16501 1.69306 0.2533
H 2.48174 -2.74432 1.26793 0.2371
H 0.49890 -2.63296 0.21830 0.1803
H 0.93572 -1.28938 -0.79548 0.1727
```

* lowest unoccupied orbital energy: 0.568 eV



## two
Formula: C3H11N3
Source: the Open Molecules 2025 dataset
Level of theory: the ωB97M-V functional and the def2-TZVPD basis

The geometry in XYZ format:
```
17
Properties=species:S:1:pos:R:3:mulliken_charge:R:1
C -0.52010 1.96432 -0.41207 -0.7866
C -1.12948 0.93763 -0.96819 -0.0053
N -2.42264 0.49436 -0.66058 -0.4942
H -0.97842 2.54644 0.37817 0.2093
H 0.47129 2.22073 -0.75375 0.2940
H -0.77885 0.48805 -1.89082 0.3567
H -2.86913 0.97617 0.10776 0.1911
H -3.07292 0.44343 -1.42914 0.2224
N 0.40421 -1.12502 1.41608 -0.7175
C 1.67159 -0.83182 0.74375 -0.1902
N 1.85404 -1.60839 -0.47568 -0.5843
H 0.26963 -0.48202 2.19525 0.2657
H -0.36589 -0.83849 0.81310 0.2469
H 1.72475 0.23495 0.50131 0.1600
H 2.47084 -1.02094 1.45845 0.3489
H 2.33761 -2.47489 -0.26202 0.2441
H 0.93346 -1.92451 -0.76161 0.2391
```

* lowest unoccupied orbital energy: 1.073 eV



## three
Formula: C3H11N3
Source: the Open Molecules 2025 dataset
Level of theory: the ωB97M-V functional and the def2-TZVPD basis

The geometry in XYZ format:
```
17
Properties=species:S:1:pos:R:3:mulliken_charge:R:1
C 1.48201 1.62131 1.33165 -0.5691
N 0.11008 1.25409 0.97405 -0.2773
N -0.12888 1.42066 -0.24414 -0.2158
C -1.53829 1.19056 -0.56260 -0.6303
H 2.18324 0.87535 0.94411 0.2576
H 1.57599 1.64159 2.42070 0.2629
H 1.75853 2.60513 0.94066 0.2950
H -2.12860 2.07580 -0.30477 0.3123
H -1.94819 0.32622 -0.02925 0.2839
H -1.63674 1.00129 -1.63476 0.2614
C -0.31662 -2.46257 -0.57829 -0.7399
N 0.76324 -1.52977 -0.32398 -0.5902
H 0.06914 -3.38649 -1.02105 0.2881
H -1.05212 -2.03086 -1.26489 0.2364
H -0.81527 -2.73174 0.35720 0.2917
H 1.16858 -1.22633 -1.20895 0.2452
H 0.45392 -0.64424 0.20431 0.2882
```

* lowest unoccupied orbital energy: 0.573 eV



Which structure is the most stable? The one labeled two.